[1]
23
Properties=species:S:1:pos:R:3 method="wB97M-V/def2-TZVPD" fmax_ev_per_a=0.65 lumo_energy_ha=-0.10795 de_lowest_ev=0.744 total_charge=+1 homo_lumo_gap_ev=8.239 smiles="C[C@]1(N)[NH2+]C=C2C=CC=CN21" mol_weight_g_mol=150.21
C -1.798 0.755 1.180
C -1.178 0.243 -0.111
N -1.656 0.896 -1.230
N -1.456 -1.351 -0.153
C -0.131 -1.975 -0.079
C 0.825 -1.020 -0.043
C 2.248 -1.115 0.016
C 2.993 0.015 0.024
C 2.373 1.297 -0.030
C 1.025 1.383 -0.079
N 0.269 0.249 -0.075
H -2.879 0.635 1.167
H -1.578 1.814 1.289
H -1.381 0.233 2.038
H -1.223 0.706 -2.119
H -2.629 1.143 -1.270
H -1.948 -1.603 -1.020
H -2.053 -1.630 0.634
H -0.035 -3.038 -0.091
H 2.687 -2.098 0.049
H 4.069 -0.041 0.067
H 2.975 2.188 -0.031
H 0.484 2.314 -0.132

***

[2]
73
Properties=species:S:1:pos:R:3 method="wB97M-V/def2-TZVPD" fmax_ev_per_a=3.54 lumo_energy_ha="-0.27919 / -0.27783" de_lowest_ev=2.763 total_charge=+2 homo_lumo_gap_ev="5.011 / 5.048" mol_weight_g_mol=794.43
Ir 0.406 0.090 0.123
N -1.841 1.472 0.699
N -2.894 0.684 1.181
C -2.912 -0.645 0.970
N -3.969 -1.337 1.400
S -1.636 -1.471 0.235
H -1.591 2.201 1.366
H -2.083 1.925 -0.184
H -3.734 1.140 1.535
H -4.793 -0.897 1.775
H -4.002 -2.334 1.267
C 1.635 -2.931 -2.141
As 2.153 -1.637 -0.771
C 3.861 -1.086 -1.558
C 2.737 -2.967 0.606
C 3.130 -2.486 2.013
C 4.147 -1.354 1.899
C 1.899 -2.057 2.824
As 1.100 -0.270 2.525
C 2.224 0.972 3.551
C -0.380 -0.416 3.800
C 3.768 -3.716 2.691
As 4.726 -3.682 4.477
C 4.069 -2.177 5.583
C 6.488 -2.942 4.014
H 2.470 -3.608 -2.341
H 1.384 -2.406 -3.062
H 0.767 -3.512 -1.832
H 4.535 -1.946 -1.593
H 4.325 -0.266 -1.014
H 3.657 -0.742 -2.572
H 3.597 -3.472 0.151
H 1.933 -3.704 0.682
H 3.704 -0.520 1.340
H 5.037 -1.702 1.375
H 4.443 -0.999 2.885
H 2.132 -2.101 3.890
H 1.083 -2.765 2.639
H 2.356 0.594 4.566
H 1.714 1.935 3.597
H 3.194 1.126 3.086
H -0.005 -0.689 4.788
H -1.095 -1.169 3.475
H -0.895 0.542 3.880
H 4.544 -4.124 2.037
H 3.005 -4.494 2.787
H 3.065 -2.362 5.960
H 4.105 -1.228 5.052
H 4.739 -2.119 6.439
H 6.944 -3.511 3.207
H 7.129 -3.026 4.889
H 6.428 -1.892 3.735
C 1.898 5.389 -0.658
C 2.226 3.928 -0.385
C 3.087 3.813 0.874
O 1.000 3.199 -0.101
B 1.084 1.978 -0.687
O 2.191 1.833 -1.465
C 2.818 3.141 -1.603
C 2.366 3.714 -2.947
C 4.330 2.962 -1.604
H 1.541 5.854 0.258
H 1.128 5.490 -1.416
H 2.793 5.910 -0.990
H 2.522 4.207 1.716
H 4.005 4.384 0.775
H 3.318 2.768 1.072
H 1.289 3.874 -2.956
H 2.611 3.003 -3.734
H 2.869 4.652 -3.160
H 4.672 2.419 -0.727
H 4.823 3.929 -1.637
H 4.613 2.399 -2.490